# C3H3Br2ClN3

A gas-phase ion, C3H3Br2ClN3 (charge +1) in a non-equilibrium geometry (ωB97M-V/def2-TZVPD, OMol25).

ΔE to the lowest compared entry with this formula, charge and spin ... 35.97 kcal per mole
Spin multiplicity ... 1
Electronic energy ... -5888.21778 Ha
Net charge ... +1

Last columns: bonded neighbours and bond lengths (Å).
Cartesian coordinates (Å):
1 C 0.892 0.130 -1.269  N4 1.278, N6 1.366, H10 1.060
2 C -0.566 -1.115 0.112  N4 1.435, N5 1.444, Br8 2.192, Br9 1.831
3 C 0.004 1.122 0.648  N5 1.344, N6 1.312, H11 1.069
4 N 0.102 -0.866 -1.133  C1 1.278, C2 1.435, Br9 2.328
5 N -0.780 0.063 0.919  C2 1.444, C3 1.344, Cl7 1.782
6 N 0.900 1.102 -0.309  C1 1.366, C3 1.312, H12 0.993
7 Cl -1.957 -0.165 2.238  N5 1.782
8 Br -2.360 -2.182 -0.557  C2 2.192
9 Br 0.878 -2.077 0.698  C2 1.831, N4 2.328
10 H 1.408 0.181 -2.194  C1 1.060
11 H -0.138 2.020 1.210  C3 1.069
12 H 1.617 1.787 -0.364  N6 0.993